# 1
{
  "formula": "C13H31BBaFN3O5Si2",
  "method": "the ωB97M-V functional and the def2-TZVPD basis",
  "spin_multiplicity": 1,
  "e_homo_ev": -13.78,
  "total_charge": 2,
  "gap_ha": 0.243,
  "elements": ["C", "C", "O", "O", "C", "C", "C", "C", "C", "Si", "F", "O", "Si", "C", "N", "N", "C", "C", "C", "O", "B", "O", "N", "C", "C", "H", "H", "H", "H", "H", "H", "H", "H", "H", "H", "H", "H", "H", "H", "H", "H", "H", "H", "H", "H", "H", "H", "H", "H", "H", "H", "H", "H", "H", "H", "H", "Ba"],
  "coordinates": [[0.983, -3.998, 1.672], [1.312, -3.152, 0.459], [1.122, -3.530, -0.637], [1.855, -1.948, 0.763], [3.247, -2.069, 1.199], [3.711, -0.687, 1.668], [2.567, 0.235, 2.139], [2.547, 1.632, 1.494], [1.159, 2.244, 1.285], [0.057, 1.543, -0.046], [0.007, -0.113, 0.075], [-1.500, 1.953, 0.389], [-2.748, 1.133, -0.285], [-4.266, 2.150, -0.530], [-5.376, 1.428, -1.186], [-3.008, -0.232, 0.915], [-2.257, 0.023, 2.163], [-2.801, -1.470, 0.380], [-3.296, -1.830, -0.979], [-2.173, -2.383, 1.028], [0.438, 2.151, -1.952], [-0.536, 2.990, -2.499], [1.617, 1.826, -2.655], [2.283, 0.577, -2.225], [1.493, 1.850, -4.129], [0.945, -3.351, 2.535], [1.815, -4.707, 1.772], [0.077, -4.569, 1.518], [3.841, -2.418, 0.346], [3.368, -2.842, 1.972], [4.327, -0.214, 0.896], [4.387, -0.866, 2.514], [2.720, 0.412, 3.213], [1.586, -0.251, 2.029], [3.078, 2.285, 2.200], [3.137, 1.674, 0.569], [1.273, 3.310, 1.035], [0.610, 2.231, 2.242], [-2.340, 0.529, -1.564], [-4.618, 2.445, 0.470], [-4.037, 3.075, -1.068], [-5.122, 1.130, -2.124], [-5.623, 0.587, -0.670], [-1.182, -0.127, 2.012], [-2.417, 1.054, 2.481], [-2.633, -0.637, 2.960], [-4.235, -1.327, -1.236], [-3.449, -2.909, -1.016], [-2.551, -1.560, -1.730], [-1.152, 2.530, -3.082], [2.878, 0.739, -1.316], [3.001, 0.270, -2.996], [1.591, -0.262, -2.091], [2.492, 1.806, -4.579], [1.023, 2.776, -4.465], [0.935, 0.976, -4.490], [-0.159, -2.114, 3.157]],
  "mulliken_charge": [-1.49, 0.80, -0.44, 0.08, -0.43, -1.20, 0.98, -1.11, -0.88, 0.01, 0.07, -0.27, 0.25, -0.61, -0.57, 0.39, 0.42, 0.65, -1.24, -0.58, 0.50, -0.50, -0.03, -0.91, -1.10, 0.23, 0.44, 0.37, 0.28, 0.50, 0.51, 0.32, 0.58, -1.40, 0.45, 0.51, 0.48, 0.38, -0.19, 0.30, 0.32, 0.30, 0.25, -1.47, 0.28, 0.52, 0.31, 0.41, 0.29, 0.34, 0.05, 0.43, 0.36, 0.37, 0.36, 0.38, 1.95]
}

# 2
{
  "formula": "C4H4N4O2S",
  "method": "the ωB97M-V functional and the def2-TZVPD basis",
  "spin_multiplicity": 1,
  "e_homo_ev": -8.87,
  "gap_ha": 0.347,
  "e_above_lowest_kj_mol": 0.0,
  "elements": ["C", "C", "C", "C", "N", "N", "N", "N", "O", "O", "S", "H", "H", "H", "H"],
  "coordinates": [[-1.902, -1.549, -0.073], [-0.908, 0.315, 0.111], [0.149, -0.686, 0.071], [0.687, 2.091, -0.077], [-2.119, -0.262, 0.058], [1.755, 1.418, -0.041], [-0.580, -1.882, 0.017], [-0.629, 1.637, 0.060], [2.597, -0.678, -1.155], [2.490, -0.543, 1.236], [1.892, -0.225, -0.013], [-2.721, -2.331, -0.204], [0.861, 3.228, -0.105], [-0.246, -2.821, -0.216], [-1.326, 2.288, 0.333]],
  "mulliken_charge": [-0.22, 0.92, -0.51, 0.05, -0.68, -0.48, -0.06, -0.12, -0.60, -0.61, 1.14, 0.34, 0.31, 0.25, 0.27]
}

# 3
{
  "formula": "C40H59As2BiBrN8O5P2SbSe5",
  "method": "the ωB97M-V functional and the def2-TZVPD basis",
  "spin_multiplicity": 1,
  "e_homo_ev": -11.48,
  "total_charge": 2,
  "gap_ha": 0.191,
  "elements": ["Bi", "C", "O", "C", "C", "C", "Br", "C", "C", "C", "O", "C", "N", "C", "C", "C", "C", "C", "C", "N", "H", "H", "H", "H", "H", "H", "H", "H", "H", "H", "H", "C", "N", "C", "P", "O", "O", "P", "O", "N", "C", "C", "N", "C", "C", "N", "C", "C", "H", "H", "H", "H", "H", "H", "H", "H", "H", "H", "H", "H", "H", "H", "H", "H", "H", "H", "H", "H", "H", "H", "H", "H", "C", "As", "C", "C", "C", "C", "C", "C", "C", "As", "C", "C", "H", "H", "H", "H", "H", "H", "H", "H", "H", "H", "H", "H", "H", "H", "H", "H", "Se", "Sb", "Se", "Se", "Se", "C", "N", "C", "Se", "N", "C", "C", "C", "C", "C", "C", "H", "H", "H", "H", "H", "H", "H", "H"],
  "coordinates": [[-0.307, 0.765, 1.174], [0.825, 3.999, 0.129], [0.736, 2.698, -0.502], [1.633, 2.459, -1.521], [2.186, 3.501, -2.250], [3.157, 3.240, -3.203], [3.911, 4.674, -4.160], [3.569, 1.949, -3.457], [2.955, 0.895, -2.783], [1.983, 1.148, -1.822], [1.340, 0.132, -1.158], [3.396, -0.483, -3.095], [4.632, -0.819, -3.310], [4.588, -2.173, -3.651], [5.629, -3.033, -4.003], [5.305, -4.334, -4.335], [3.973, -4.784, -4.322], [2.931, -3.945, -3.975], [3.273, -2.635, -3.639], [2.519, -1.539, -3.234], [0.294, 4.747, -0.455], [1.868, 4.284, 0.258], [0.361, 3.917, 1.107], [1.886, 4.520, -2.056], [4.340, 1.729, -4.183], [1.914, -0.648, -1.114], [6.652, -2.675, -4.033], [6.089, -5.023, -4.624], [3.759, -5.808, -4.603], [1.906, -4.294, -3.978], [1.521, -1.450, -3.321], [3.582, 2.456, 3.956], [4.029, 1.231, 3.271], [5.356, 0.751, 3.674], [3.406, 0.767, 1.852], [2.104, 1.439, 1.569], [3.235, -0.835, 1.994], [2.023, -1.843, 2.132], [0.649, -1.285, 1.880], [2.155, -2.368, 3.667], [3.458, -2.653, 4.286], [1.068, -3.227, 4.172], [2.359, -2.920, 0.939], [1.261, -3.781, 0.469], [3.656, -3.628, 1.012], [4.416, 0.823, 0.566], [4.665, 2.186, 0.046], [5.582, -0.059, 0.402], [4.276, 3.280, 3.773], [3.539, 2.265, 5.029], [2.591, 2.742, 3.615], [6.120, 1.515, 3.512], [5.639, -0.143, 3.116], [5.342, 0.499, 4.734], [4.229, -2.003, 3.881], [3.754, -3.696, 4.144], [3.383, -2.462, 5.357], [0.147, -3.041, 3.624], [0.892, -2.999, 5.224], [1.327, -4.286, 4.088], [0.323, -3.229, 0.479], [1.155, -4.683, 1.081], [1.475, -4.096, -0.553], [4.407, -3.016, 1.508], [4.005, -3.848, 0.005], [3.559, -4.570, 1.559], [3.816, 2.834, 0.252], [4.803, 2.131, -1.034], [5.564, 2.623, 0.492], [5.378, -1.048, 0.805], [6.472, 0.352, 0.885], [5.787, -0.164, -0.664], [-2.545, -2.078, 3.132], [-2.773, -0.331, 2.314], [-3.660, 0.557, 3.770], [-4.263, -0.676, 1.075], [-5.515, -0.141, 1.389], [-6.620, -0.375, 0.581], [-6.488, -1.152, -0.560], [-5.240, -1.650, -0.906], [-4.115, -1.409, -0.115], [-2.377, -2.125, -0.657], [-2.910, -3.960, -1.043], [-2.346, -1.452, -2.498], [-3.520, -2.462, 3.418], [-1.921, -1.963, 4.016], [-2.067, -2.761, 2.435], [-4.466, -0.080, 4.122], [-4.043, 1.521, 3.468], [-2.931, 0.695, 4.562], [-5.645, 0.447, 2.284], [-7.585, 0.036, 0.854], [-7.354, -1.368, -1.174], [-5.144, -2.240, -1.813], [-3.757, -3.990, -1.725], [-3.181, -4.455, -0.114], [-2.073, -4.492, -1.491], [-3.257, -1.716, -3.036], [-1.501, -1.902, -3.017], [-2.209, -0.371, -2.505], [-3.772, 3.265, 1.836], [-2.008, 4.065, 3.397], [-3.055, 3.994, 5.610], [-0.786, 5.991, 2.740], [-0.317, 2.109, 3.322], [-4.631, 5.164, -1.398], [-4.846, 3.731, -1.614], [-4.080, 2.708, -1.203], [-2.442, 2.797, -0.289], [-4.613, 1.580, -1.682], [-5.772, 1.853, -2.402], [-6.667, 1.039, -3.084], [-7.726, 1.672, -3.705], [-7.883, 3.068, -3.652], [-6.986, 3.871, -2.976], [-5.926, 3.226, -2.352], [-3.616, 5.331, -1.062], [-5.327, 5.543, -0.653], [-4.787, 5.685, -2.339], [-4.253, 0.663, -1.456], [-6.542, -0.035, -3.134], [-8.449, 1.080, -4.251], [-8.723, 3.524, -4.160], [-7.103, 4.948, -2.941]],
  "mulliken_charge": [1.68, -0.67, 1.05, -1.51, -0.33, -0.37, -0.16, -0.73, 1.42, 0.64, 0.64, -0.45, -0.77, 0.44, -0.90, -0.51, -0.61, -0.92, 0.64, 0.27, 0.35, 0.48, -0.38, 0.63, 0.60, -0.43, 0.48, 0.43, 0.42, 0.46, 0.14, -0.67, 0.57, -1.03, -1.01, -0.21, 0.70, -1.02, 0.37, 0.47, -0.79, -0.81, 0.84, -0.97, -0.95, 0.95, -1.02, -0.81, 0.27, 0.28, 0.01, 0.29, 0.27, 0.35, 0.09, 0.30, 0.37, 0.01, 0.39, 0.31, 0.04, 0.30, 0.36, 0.20, 0.33, 0.26, 0.15, 0.34, 0.41, 0.04, 0.25, 0.35, -1.19, 0.84, -1.43, 0.21, -0.56, -0.97, -0.94, -0.46, -0.49, 0.98, -1.31, -1.39, 0.53, 0.47, 0.23, 0.52, 0.23, 0.43, 0.43, 0.46, 0.53, 0.21, 0.44, 0.38, 0.43, 0.42, 0.45, 0.31, -0.46, 0.86, -0.48, -0.47, -0.54, -1.03, 0.33, -0.42, 0.21, 0.80, 0.66, -0.57, -0.72, -0.68, -0.68, 0.28, 0.31, 0.36, 0.41, -0.36, 0.50, 0.43, 0.42, 0.46]
}